ORCA calculation (ωB97M-V with the def2-TZVPD basis set) on 3 unconnected molecules or ions with the total composition C19H24Br2F16NO7PS.

Computed properties:
LUMO level in eV: 0.43
Multiplicity: 1
HOMO level in eV: -8.6986
SMILES: CC[C@@H](C)[C@@H]1OS(=O)(=O)O[C@@]1(/C(Br)=C(\C)Br)P(N)O.FC(F)C(F)(F)COC(F)(F)C(F)F.FC(F)C(F)(F)COC(F)(F)C(F)F
Gap between HOMO and LUMO in eV: 9.13
Calculated total energy in eV: -239603.75575

Positions of all 71 atoms, in Å:
F -5.1156 0.5262 -8.0494
H 4.6578 -1.4322 -2.5931
H -3.8164 1.5911 -9.5755
F 1.7087 -3.2373 7.4950
H -0.9271 0.0045 3.1727
H 0.3628 -1.6560 2.2698
O 2.4704 0.8133 1.0168
S 2.8285 0.1200 2.3947
H 0.8379 -0.6193 6.0645
C 1.5394 0.3449 -1.1913
F -0.8359 -4.2632 7.0791
H -5.5500 2.5228 -6.5476
H 2.0865 3.6707 -1.5107
C 1.4883 1.6190 -1.5813
F -5.0476 0.9597 -5.4150
C 2.1309 2.7888 -0.8783
C -0.5818 3.0968 -7.1188
H 1.6113 3.0062 0.0545
F 0.6098 -2.7682 5.1135
C 0.0213 -0.8075 6.7628
C 0.2757 -1.4385 1.2022
F -1.0584 4.2762 -9.0510
P 4.1639 -0.6919 -0.5345
O 2.6176 -1.3626 1.9129
F -1.3000 -2.3839 4.1595
O 1.8587 0.4788 3.3684
C -0.5162 -2.6215 0.6152
H -0.4673 0.1440 6.9649
C -1.4973 0.0216 2.2419
F -0.9498 -4.9529 5.0022
C 0.5540 -1.2626 8.1250
H -2.0211 0.9772 2.2104
H -1.0711 -0.1331 0.1314
C -1.3095 -3.9668 5.8547
C 1.7555 -1.4020 0.7383
C -4.0808 1.2587 -7.5301
F -1.0898 2.2625 -6.1916
H -1.1928 -3.0164 1.3738
O 4.2133 0.3116 2.6631
O -2.2348 2.4490 -8.7344
F 2.1736 -2.3388 9.4352
H 3.1704 2.5772 -0.6404
Br 0.6726 -1.0174 -2.1636
C -0.7075 -2.6446 5.3560
C -4.6743 1.9249 -6.2826
H 5.2414 0.9012 0.4874
F -0.4005 -1.9169 8.8136
C -1.6786 3.5234 -8.1077
O 4.8359 0.8062 -0.3891
C 2.3207 -0.1851 -0.0346
C 1.8587 -2.0673 8.1496
F -0.1086 4.1970 -6.4927
F -2.5966 4.3068 -7.5138
H 1.9910 -2.3164 0.1959
C -0.5250 -0.1273 1.0779
H 2.6722 -1.4952 7.6966
F 0.8498 -0.1089 8.8013
Br 0.5196 2.1101 -3.1242
H 4.0921 0.1112 -2.6997
H 0.1350 -3.4334 0.2872
H 0.2303 2.6015 -7.6535
H -2.2200 -0.7937 2.2866
H -1.1261 -2.3138 -0.2325
H -2.3977 -3.8904 5.8880
O -0.9921 -1.6088 6.1892
F -3.7601 2.7099 -5.6778
N 3.9863 -0.7743 -2.2150
H 0.1200 0.7500 1.0721
H -4.2225 3.0739 -8.7177
F -3.1019 0.4060 -7.1764
C -3.6176 2.1681 -8.6739

Cartesian forces (eV/Å) of the 3 atoms listed first:
0.01 -0.01 0.01
-0.12 0.00 -0.08
0.01 0.03 -0.01